DFT (ωB97M-V/def2-TZVPD) results for a structure of composition C27H23O6S3 at a distorted geometry.

Calculated values
Net charge: -1
HOMO level in eV: -3.35

Each line ends with the Löwdin charge.
Element x y z (Å)
1 C -3.9020 -1.0771 -2.6787  -0.10
2 C -2.7856 -1.9010 -2.5234  -0.09
3 C -2.5225 -2.5030 -1.2932  -0.09
4 C -3.3662 -2.2720 -0.1964  -0.33
5 S -2.7974 -2.7099 1.4470  0.68
6 C -1.6481 -1.3424 1.8361  -0.47
7 C -0.6965 -0.9564 2.9201  -0.24
8 S -1.7705 -0.2153 0.6022  0.87
9 C -2.3402 1.4525 0.9880  -0.31
10 C -2.7180 2.1166 -0.1813  -0.09
11 C -3.3885 3.3303 -0.0981  -0.10
12 C -3.6271 3.9064 1.1430  -0.12
13 C -3.2490 3.2401 2.3055  -0.10
14 C -2.6172 1.9866 2.2463  -0.06
15 O -0.2406 0.2734 2.3714  -0.20
16 O -0.7719 -0.2744 -0.4919  -0.46
17 O -3.9427 -2.6538 2.3226  -0.36
18 O -1.9824 -3.9062 1.3145  -0.36
19 C -4.5591 -1.5607 -0.3954  -0.08
20 C -4.8057 -0.9304 -1.6212  -0.10
21 H -4.0838 -0.5643 -3.6374  0.10
22 H -2.0979 -2.0836 -3.3531  0.10
23 H -1.6635 -3.1529 -1.1759  0.12
24 H -1.2413 -0.8018 3.8816  0.12
25 H 0.1157 -1.6490 3.0633  0.09
26 H -2.5052 1.6367 -1.1369  0.10
27 H -3.7152 3.7985 -1.0178  0.09
28 H -4.1115 4.8846 1.2033  0.09
29 H -3.4409 3.6717 3.2780  0.09
30 H -2.3391 1.4328 3.1404  0.11
31 H -5.2646 -1.4729 0.4208  0.11
32 H -5.7076 -0.3211 -1.7428  0.10
33 C 1.2757 2.5863 7.2415  -0.08
34 C 2.3703 2.8674 6.4212  -0.08
35 C 2.6540 2.0537 5.3254  -0.06
36 C 1.8477 0.9342 5.0851  -0.27
37 S 2.2538 -0.1766 3.7286  0.76
38 C 1.1264 0.4629 2.3462  -0.30
39 C 1.7298 0.1790 0.9955  -0.20
40 C 1.6093 1.1926 0.0334  -0.04
41 C 2.1883 1.0708 -1.2233  -0.08
42 C 2.8931 -0.0980 -1.5425  -0.09
43 C 3.0221 -1.1048 -0.5802  -0.08
44 C 2.4317 -0.9722 0.6693  -0.03
45 O 3.6115 0.1328 3.3396  -0.30
46 O 1.9051 -1.5295 4.1303  -0.32
47 C 0.7420 0.6580 5.8836  -0.05
48 C 0.4485 1.4980 6.9555  -0.07
49 H 1.0652 3.2135 8.1026  0.10
50 H 3.0205 3.7133 6.6398  0.10
51 H 3.4990 2.2747 4.6717  0.11
52 H 1.2222 1.5354 2.5932  0.14
53 H 1.1047 2.1079 0.3435  0.12
54 H 2.1043 1.9041 -1.9234  0.10
55 H 3.3016 -0.1902 -2.5371  0.09
56 H 3.6168 -1.9897 -0.8221  0.10
57 H 2.5491 -1.7901 1.4004  0.12
58 H 0.1300 -0.2207 5.6801  0.11
59 H -0.4149 1.2821 7.5737  0.10

Forces on the atoms, in the same order (eV/Å):
C 0.1 0.0 -0.2
C -0.2 -0.2 0.1
C -0.3 -0.1 0.1
C -0.1 0.4 -1.0
S 2.4 2.0 0.5
C -1.7 0.3 -1.7
C -1.3 -1.3 -0.2
S -3.6 -1.4 -0.3
C 0.7 -0.7 -0.3
C -0.2 0.4 0.1
C 0.4 -0.4 -0.2
C -0.2 0.3 0.3
C 0.2 -0.6 -0.1
C -0.1 0.3 -0.4
O 1.3 0.0 2.4
O 1.5 1.0 -0.6
O -0.5 -0.8 0.2
O -0.8 -0.3 0.3
C 0.1 0.0 -0.3
C 0.0 -0.4 0.3
H 0.1 -0.3 0.6
H -0.2 0.2 0.3
H 0.1 0.2 0.1
H 0.6 0.2 -0.2
H 0.2 -0.2 0.1
H -0.1 0.2 0.2
H 0.0 0.2 0.1
H 0.1 -0.3 0.0
H -0.1 0.1 0.0
H -0.1 0.2 -0.2
H 0.1 0.2 0.1
H 0.3 -0.3 0.0
C 0.0 -0.2 -0.3
C -0.1 -0.1 0.0
C -0.1 -0.2 0.0
C 0.1 0.2 0.0
S -0.5 -0.2 0.0
C 0.9 1.0 0.2
C 0.6 0.3 -0.5
C 0.4 0.0 0.5
C 0.0 -0.2 0.3
C -0.5 0.4 0.6
C 0.1 0.1 -0.7
C 0.1 -0.5 0.5
O -0.4 0.0 0.1
O 0.5 0.8 0.0
C 0.1 0.0 0.0
C 0.3 0.1 -0.1
H 0.0 0.0 -0.1
H -0.2 -0.2 0.0
H -0.2 -0.2 0.2
H 0.4 -0.1 -0.4
H 0.0 -0.1 -0.3
H 0.0 -0.4 0.1
H 0.2 -0.2 0.0
H -0.3 0.2 0.1
H -0.1 0.5 -0.4
H 0.2 0.2 0.0
H 0.1 0.0 0.0



DFT (ωB97M-V/def2-TZVPD) results for a structure of composition C14H22CaO5P at a distorted geometry.

Calculated values
Net charge: +1
HOMO level (alpha / beta) in eV: -9.48 / -9.48

Each line ends with the Löwdin charge.
Element x y z (Å)
1 O -1.8391 1.3483 -4.1148  0.11
2 C -1.0804 0.9866 -3.3264  0.03
3 Ca -0.4759 0.3005 -0.6197  0.83
4 O -3.7982 1.3001 -1.5927  0.15
5 C -2.7268 1.0638 -1.2360  -0.03
6 C 1.9397 -0.3788 -0.9863  -0.43
7 O 2.9574 -0.7886 -0.5512  -0.06
8 C 0.7583 2.4885 -0.3427  -0.03
9 O 1.3091 3.4343 -0.0151  0.13
10 C -0.6442 -2.1270 -1.2436  -0.03
11 O -0.7404 -3.2735 -1.2298  0.11
12 H 1.6928 -0.0452 -2.0766  -0.01
13 C -0.0310 -3.6249 2.9056  -0.12
14 C -0.7832 -2.4879 3.5908  -0.54
15 C -0.5115 -2.5406 5.0919  -0.12
16 P -0.4764 -0.8242 2.7519  1.05
17 C -1.9814 0.2202 3.2203  -0.57
18 C -2.5518 -0.0191 4.6173  -0.11
19 C -1.7616 1.7112 2.9546  -0.12
20 C 0.9756 -0.0506 3.6585  -0.54
21 C 0.7149 0.4408 5.0865  -0.11
22 C 2.1866 -1.0028 3.6122  -0.11
23 H 1.0464 -3.5633 3.0930  0.07
24 H -0.2202 -3.6887 1.8316  0.06
25 H -0.3645 -4.5684 3.3611  0.09
26 H -1.8602 -2.6357 3.4150  0.10
27 H 0.5528 -2.4492 5.2949  0.06
28 H -1.0483 -1.7804 5.6586  0.05
29 H -0.8367 -3.5147 5.4795  0.10
30 H -2.6850 -0.1743 2.4655  0.08
31 H -1.8433 0.3231 5.3761  0.06
32 H -3.4800 0.5675 4.7402  0.09
33 H -2.7812 -1.0700 4.8117  0.07
34 H -1.4007 1.9352 1.9429  0.04
35 H -2.7139 2.2445 3.0861  0.09
36 H -1.0354 2.1248 3.6519  0.07
37 H 1.1964 0.8225 3.0166  0.09
38 H 0.4674 -0.4000 5.7441  0.06
39 H 1.6251 0.9102 5.4953  0.09
40 H -0.0934 1.1698 5.1517  0.05
41 H 2.4116 -1.3163 2.5861  0.07
42 H 3.0702 -0.4758 3.9988  0.09
43 H 2.0273 -1.8930 4.2408  0.06

Forces on the atoms, in the same order (eV/Å):
O 2.8 -1.2 2.5
C -2.6 1.3 -2.8
Ca 2.0 -0.8 0.7
O 4.2 -0.9 1.4
C -5.7 1.3 -1.2
C -3.3 0.7 1.9
O 1.4 -0.3 -0.8
C 1.6 2.8 1.0
O -1.3 -2.4 -0.9
C -0.4 -4.2 0.1
O 0.4 3.7 -0.1
H 1.1 -0.1 -1.0
C 0.0 -0.4 0.2
C -0.2 0.5 -0.4
C -0.3 -0.3 0.2
P 0.1 0.3 0.2
C 0.3 -0.8 -0.3
C -0.4 0.4 0.1
C -0.3 -0.1 0.1
C -0.1 0.0 -0.3
C 0.3 -0.1 0.3
C 0.1 0.2 0.0
H -0.2 0.1 -0.2
H 0.1 0.1 0.1
H 0.1 0.1 -0.2
H 0.1 0.0 0.0
H -0.1 -0.1 0.1
H 0.1 -0.1 -0.1
H 0.1 0.1 -0.1
H -0.2 0.2 0.3
H -0.3 -0.1 0.0
H 0.3 -0.3 0.0
H -0.1 0.2 -0.1
H 0.0 -0.1 -0.1
H 0.3 0.0 0.0
H 0.0 0.1 0.0
H 0.1 -0.2 0.2
H 0.1 0.4 -0.1
H -0.3 -0.1 -0.2
H 0.2 0.0 0.0
H 0.0 0.0 0.2
H -0.2 -0.2 -0.1
H 0.2 0.4 -0.3



no.,E (Eh)
1,-2688.5386
2,-1941.4935